[1]
The following is a quantum chemistry calculation of an isolated ion of composition C3H2NO2S2 and charge -1 in a non-equilibrium geometry, from the OMol25 dataset.

```
10
Properties=species:S:1:pos:R:3:forces:R:3:lowdin_charge:R:1
S -0.479437 -0.328571 1.481767 -1.53 -0.97 -0.45 0.82
S 0.566072 1.091574 -0.998958 -0.25 0.32 -0.33 0.81
O 0.095470 -2.676656 0.222120 0.47 0.60 0.26 -0.11
O 0.729081 0.341103 1.942751 1.30 1.15 0.76 -0.58
N -1.511951 0.785548 0.645478 -0.36 0.90 -1.13 -0.28
C -1.020160 1.508886 -0.322962 2.65 -3.20 0.63 -0.58
C 0.910935 -0.661680 -0.820036 -0.32 1.32 0.35 -0.45
C 0.283113 -1.457703 0.104376 -1.06 -0.25 -0.34 -0.68
H -1.451528 2.228030 -0.993798 -0.88 0.57 0.54 0.03
H 1.878406 -0.830530 -1.260738 -0.02 -0.44 -0.29 0.03
```
Forces are in eV/Å.

Output
Strongest force on any atom = 4.202 eV Å⁻¹
Energy = -30397.8092 eV
E_HOMO = -3.28 eV
Frontier orbital gap = 6.633 eV
LUMO = 3.4 eV
Charge = -1

=====

[2]
The following is a quantum chemistry calculation of an isolated ion of composition C3H2NOS2 and charge -1 in a non-equilibrium geometry, from the OMol25 dataset.

```
9
Properties=species:S:1:pos:R:3:forces:R:3:lowdin_charge:R:1
S 1.766509 -0.005417 0.437663 -0.67 -0.67 0.38 0.59
S -2.128428 0.394000 -1.477544 0.70 -0.01 0.59 0.46
O 0.187727 -1.312780 2.515045 0.54 -1.40 3.02 0.07
N -0.903574 -0.751511 0.601148 -2.83 0.72 -1.42 0.03
C 0.016844 -0.910701 1.449218 2.41 1.61 -2.06 -0.65
C 0.573388 0.526716 -0.806330 -1.03 0.64 4.75 -0.61
C -0.819283 0.040407 -0.465167 -0.21 -1.88 -1.29 -0.91
H 0.343938 1.531461 -0.526432 0.44 1.43 -0.38 0.04
H 0.962879 0.487826 -1.727600 0.65 -0.44 -3.59 0.01
```
Forces are in eV/Å.

Output
Strongest force on any atom = 4.900 eV Å⁻¹
Energy = -28352.7941 eV
E_HOMO = -4.23 eV
Frontier orbital gap = 7.831 eV
LUMO = 3.6 eV
Charge = -1

=====

[3]
The following is a quantum chemistry calculation of one molecule with the formula C3H2O in a non-equilibrium geometry, from the OMol25 dataset.

```
6
Properties=species:S:1:pos:R:3:forces:R:3:lowdin_charge:R:1
O -2.094619 0.136997 0.210261 0.92 0.58 0.06 0.05
C -1.035211 -0.344274 -0.102325 -1.08 -2.86 -0.96 -0.32
C 0.301565 0.229150 -0.045831 0.55 0.52 0.44 -0.08
C 1.435142 0.615339 0.128294 0.02 -0.43 0.03 0.14
H -1.095763 -1.487339 -0.501310 0.69 2.25 0.70 0.15
H 2.488885 0.850128 0.310910 -1.10 -0.06 -0.27 0.05
```
Forces are in eV/Å.

Output
Strongest force on any atom = 3.201 eV Å⁻¹
Energy = -5187.9066 eV
E_HOMO = -10.56 eV
Frontier orbital gap = 10.476 eV
LUMO = -0.1 eV
Charge = 0

=====

[4]
The following is a quantum chemistry calculation of one molecule with the formula C3H2O2 in a non-equilibrium geometry, from the OMol25 dataset.

```
7
Properties=species:S:1:pos:R:3:forces:R:3:lowdin_charge:R:1
O 0.516203 -1.241122 0.083319 -1.14 -2.14 0.42 0.02
O -2.544443 0.733800 -0.016891 -0.92 -0.19 0.94 0.17
C -0.392375 -0.239169 -0.215157 1.68 -1.16 -0.21 -0.20
C -1.559581 0.152548 0.199470 -1.15 1.39 -1.07 -0.12
C 0.999430 0.043415 0.008744 1.38 -0.27 -5.63 -0.11
H 1.686892 0.139519 -0.939746 -1.33 0.48 1.99 0.16
H 1.293876 0.411012 0.880261 1.48 1.88 3.55 0.07
```
Forces are in eV/Å.

Output
Strongest force on any atom = 5.801 eV Å⁻¹
Energy = -7234.0909 eV
E_HOMO = -8.93 eV
Frontier orbital gap = 8.966 eV
LUMO = 0.0 eV
Charge = 0

=====

[5]
The following is a quantum chemistry calculation of one molecule with the formula C3H2O2S in a non-equilibrium geometry, from the OMol25 dataset.

```
8
Properties=species:S:1:pos:R:3:forces:R:3:lowdin_charge:R:1
S 0.948305 -0.689549 1.189512 1.79 -0.90 0.52 0.74
O 0.197490 -1.649552 1.949910 -0.55 -0.03 0.12 -0.41
O 2.317913 -1.078269 0.900438 -0.59 0.52 -0.04 -0.42
C 0.018954 -0.380043 -0.496625 -2.14 2.65 -0.63 -0.12
C -1.211085 0.426741 -0.476689 -0.29 0.24 -1.48 -0.01
C -0.166688 0.912503 -1.152968 -1.65 -4.22 3.07 0.00
H -2.306710 0.719941 -0.338617 1.87 -0.95 0.34 0.15
H 0.201821 1.738228 -1.574961 1.56 2.70 -1.89 0.07
```
Forces are in eV/Å.

Output
Strongest force on any atom = 5.471 eV Å⁻¹
Energy = -18068.0901 eV
E_HOMO (alpha / beta) = -9.25 / -9.25 eV
Frontier orbital gap (alpha / beta) = 7.977 / 7.979 eV
LUMO (alpha / beta) = -1.3 / -1.3 eV
Charge = 0

=====

[6]
The following is a quantum chemistry calculation of C3H2O2Sc as an isolated structure in a non-equilibrium geometry, from the OMol25 dataset.

```
8
Properties=species:S:1:pos:R:3:forces:R:3:lowdin_charge:R:1
Sc -0.111746 1.180052 2.499659 0.15 -0.89 -2.78 2.05
O 0.053483 -0.432476 -2.109193 0.49 -2.03 -0.86 0.20
O 0.413358 -1.476515 -0.260619 0.13 -2.68 -3.37 0.25
C 0.351241 -1.518858 -1.453062 -0.41 4.22 4.33 0.06
C -0.003428 0.562102 0.403808 -0.44 1.81 0.58 -0.11
C -0.146937 1.093921 -0.750644 0.12 0.16 3.24 0.17
H 0.409241 -0.265609 -3.010523 -0.03 -0.38 -0.69 0.24
H -0.311046 1.913163 -1.436772 -0.03 -0.21 -0.44 0.14
```
Forces are in eV/Å.

Output
Strongest force on any atom = 6.060 eV Å⁻¹
Energy = -27895.4725 eV
E_HOMO (alpha / beta) = -24.35 / -24.35 eV
Frontier orbital gap (alpha / beta) = 6.887 / 6.885 eV
LUMO (alpha / beta) = -17.5 / -17.5 eV
Charge = +3

=====

[7]
The following is a quantum chemistry calculation of C3H2O3Ru as an isolated structure in a non-equilibrium geometry, from the OMol25 dataset.

```
9
Properties=species:S:1:pos:R:3:forces:R:3:lowdin_charge:R:1
Ru 3.524971 1.044865 -0.153646 -0.74 -0.71 0.53 1.66
O 2.255924 -1.117933 0.190894 -0.68 -0.09 -0.26 0.09
O -0.191502 -1.041089 -0.345949 0.56 -1.45 -0.07 0.06
O 1.168528 0.729661 0.683059 0.03 0.34 0.01 0.04
C -1.888722 0.639818 -0.031564 -0.21 -2.73 -1.97 0.33
C -1.347179 -0.478364 -0.461007 3.46 2.83 3.24 -0.12
C 1.247166 -0.448016 0.363831 -1.43 0.57 -1.63 -0.50
H -2.406052 1.389127 -0.627190 -0.87 0.17 0.67 0.13
H -2.363137 -0.718067 0.381573 -0.11 1.07 -0.51 0.29
```
Forces are in eV/Å.

Output
Strongest force on any atom = 5.524 eV Å⁻¹
Energy = -11835.8113 eV
Multiplicity = 7
<S²> = 12.009
E_HOMO (alpha / beta) = -18.65 / -20.14 eV
Frontier orbital gap (alpha / beta) = 8.451 / 5.827 eV
LUMO (alpha / beta) = -10.2 / -14.3 eV
Charge = +2

=====

[8]
The following is a quantum chemistry calculation of a 2-piece molecular cluster, C3H2O3S overall in a non-equilibrium geometry, from the OMol25 dataset.

```
9
Properties=species:S:1:pos:R:3:forces:R:3:lowdin_charge:R:1
S 1.667150 0.581596 0.720100 -1.85 0.13 1.29 0.85
O 3.057901 0.860089 0.414307 1.83 0.17 -0.40 -0.58
O -1.175112 -2.235181 0.431686 -0.35 0.57 0.04 0.24
O 0.910403 0.060752 -1.861658 -0.60 0.84 3.28 0.08
C 0.848589 0.299745 -0.687122 0.41 -1.12 -4.36 -0.53
C -1.278636 -1.093905 0.335500 0.72 -1.73 0.10 -0.23
C -1.245065 0.210723 0.152833 1.35 0.98 2.74 -0.05
H -1.878929 0.535345 -0.626481 -0.43 0.95 -0.56 0.09
H -0.906299 0.780833 1.120833 -1.06 -0.79 -2.14 0.13
```
Forces are in eV/Å.

Output
Strongest force on any atom = 4.521 eV Å⁻¹
Energy = -20117.3209 eV
E_HOMO = -8.58 eV
Frontier orbital gap = 7.971 eV
LUMO = -0.6 eV
Charge = 0

=====

Q: strongest force on any atom of number 5 (C3H2O2S)?
A: 5.471 eV Å⁻¹